No. 1
Molecular formula: C19H20FN7O
Method: DFT, ωB97M-V/def2-TZVPD

## Properties
LUMO level   0.47 eV
Gap between HOMO and LUMO   0.3145 Eh
SMILES   O=C(CN1CCN(c2ccc(F)cc2)CC1)Nc1ccc(-n2cnnn2)cc1
Largest force on an atom   1.76 eV/Å

```
! wB97M-V def2-TZVPD RIJCOSX def2/J DEFGRID3
* xyz 0 1
N -4.1598 4.0888 2.3367
C 4.0306 -2.3236 -0.2994
O 0.1718 0.0363 -4.0001
H 0.7582 -2.7771 -2.1043
N -3.2915 2.9314 0.8068
H 1.4745 -0.2273 -1.1644
H 0.7664 0.9215 0.6822
H 3.0403 -4.5056 -1.1100
C 2.2555 -0.9544 -3.2875
H 2.0316 -3.6089 -3.0196
C -1.4523 1.1770 -1.8625
H 2.2003 -1.5342 -4.2213
H -1.3454 -1.6678 1.6955
N 2.5564 -1.7559 -2.1239
H -5.0927 2.8231 -0.3856
C -0.2723 -1.6233 1.7923
H 2.0915 -0.2705 3.7909
H 3.5467 -1.4605 2.2209
C 2.4790 -1.4889 2.0700
C 1.6684 -0.8279 2.9702
N 2.7833 -2.9129 0.1479
C 1.8256 -3.0117 -2.1144
C -4.5900 3.1730 0.4889
C -0.2894 0.8221 -1.1823
C -2.2967 2.2218 0.1268
C -0.1390 1.1864 0.1570
H 0.0778 -2.8181 0.0872
H -1.5633 0.9114 -2.9004
C 2.2448 -3.7977 -0.8568
N -3.0806 3.5350 1.9866
C -2.4495 1.8752 -1.2108
C 0.2952 -0.8992 2.8224
H -1.0317 2.1602 1.8468
N -5.1221 3.8890 1.4423
C -1.1341 1.8783 0.8111
H 4.8536 -3.0251 -0.1189
H 4.3867 -2.7910 -2.4151
C 0.5464 -2.2713 0.8878
N 0.7461 0.1163 -1.7842
C 3.9524 -1.9805 -1.8077
H 3.0253 -0.1873 -3.4137
H 1.4139 -4.3700 -0.4464
F -0.5030 -0.2476 3.6972
H 4.2226 -1.4136 0.2665
H -3.3394 2.1542 -1.7529
H 4.5214 -1.0712 -2.0067
C 1.9414 -2.2170 0.9989
C 0.9235 -0.2205 -3.0890
*
```


No. 2
Molecular formula: C28H35B2F4InN7O9S2
Method: DFT, ωB97M-V/def2-TZVPD

## Properties
LUMO level (spin up / spin down)   -12.12 / -12.93 eV
Gap between HOMO and LUMO (spin up / spin down)   0.1554 / 0.1257 Eh
Largest force on an atom   1.13 eV/Å

```
! wB97M-V def2-TZVPD RIJCOSX def2/J DEFGRID3
* xyz 3 1
C -2.3660 1.0952 0.7892
O 0.7551 2.8377 -1.5728
O -1.6041 2.6901 -0.6692
S 5.0795 -6.2882 -3.1374
H 0.5915 5.0504 -5.8120
O -0.2963 -1.7508 1.7367
B -0.3063 3.5269 -0.6854
C 5.8791 -8.7255 -1.9960
H 4.9346 -7.0990 -0.8633
C -1.0719 2.7535 -3.9706
H -1.6122 -0.0898 -6.5527
C 4.0073 -3.9974 -1.9133
F 0.1747 3.5706 0.6112
C -0.6997 3.9868 -4.4742
H 2.5229 4.2504 -0.6160
H 4.0642 3.5230 -0.0905
H 2.8275 3.9235 1.0958
C 2.8329 1.0834 0.8572
H -3.6405 -0.4610 2.7955
C 1.7110 -3.4132 -0.0223
N 3.9910 -1.8014 -4.1245
H -2.1904 -1.4085 3.2328
H 0.8337 -2.9996 0.4695
H 1.4841 -4.4294 -0.3525
H 3.5443 -4.7435 -3.9258
C 2.2367 -0.9058 -2.5926
C 4.8339 -7.6720 -1.7864
S -0.8252 0.0342 -3.8208
N 1.5852 -1.3610 -1.4736
C -1.9493 -0.1416 1.5467
H 5.7025 -9.4686 -1.2041
H -4.4832 1.0842 1.1271
O 3.8228 -0.8795 -4.8819
H 1.1078 0.7988 -5.7680
C -3.5635 -0.1900 -3.6849
C -3.7397 -0.2063 -6.5326
H -3.5885 2.3267 2.0018
H -5.6886 -0.2749 -3.6853
C -2.4281 -0.1017 -4.5161
B 0.7904 -1.1207 2.6449
H 2.0599 0.0626 -3.0350
H -1.1891 4.8776 -4.1051
N 1.9246 0.2005 1.0164
O 6.2832 -5.6100 -2.7617
C 2.9860 3.5582 0.0796
F -0.6151 4.7018 -1.2737
F 1.1040 -2.0372 3.5771
C 0.9351 2.9398 -5.9290
H 4.1286 1.9486 2.2936
H 2.7963 -5.7277 -2.6280
O 4.8674 -6.9519 -4.3860
H -3.4499 -0.1754 -2.6098
H 4.9615 1.2628 0.9041
C -3.6562 1.7891 1.0521
C -4.7871 -0.2513 -4.2839
C 3.6519 -5.1111 -2.9048
H 4.2658 0.1945 2.1519
H -5.8611 -0.3759 -6.1709
C -2.5108 -0.1372 -5.9482
N -1.0025 -0.8198 1.0118
C -2.5521 -0.4543 2.8636
N 3.0857 -2.8678 -2.0444
H -1.8238 2.6704 -3.1952
O -1.0383 0.1051 -2.3313
C 0.5922 1.6917 -5.4303
H 3.9621 -4.3455 -0.8845
H 3.8103 -7.9897 -1.9929
H 6.8931 -8.3518 -1.8666
H -3.8552 2.5204 0.2745
H 1.7128 3.0224 -6.6761
H -2.2746 0.3222 3.5809
C -4.8840 -0.2797 -5.7112
C 4.1265 1.1131 1.5898
F 0.3199 0.1074 3.0730
C -0.4047 1.6354 -4.4639
C 0.2960 4.0769 -5.4436
N -1.4421 1.5608 0.0377
N 1.4912 1.8859 -0.9070
O 2.0789 -0.8667 1.8231
In 0.2362 0.2131 -0.3894
H -3.8388 -0.2134 -7.6096
H 5.7784 -9.2346 -2.9518
O 4.7192 -2.7645 -4.3135
H 5.0107 -3.6400 -2.1101
C 2.1025 -2.5504 -1.1637
C 2.4057 2.2034 -0.0652
H 2.5052 -3.4559 0.7268
C 3.1534 -1.8266 -2.9573
*
```


Q: largest force on an atom of number 2 (C28H35B2F4InN7O9S2)?
A: 1.13 eV/Å


Q: Which of these has the lowest largest force on an atom?
A: C28H35B2F4InN7O9S2


Q: Which of these has the highest largest force on an atom?
A: C19H20FN7O